Computed, not measured: C6H15F5GaO2S2 as an isolated structure, with ωB97M-V with the def2-TZVPD basis set.

The calculation puts the largest force on an atom at 0.242 eV Å⁻¹. For the molar mass, the calculation gives 348.03 u. The spin multiplicity is 1. As for the frontier orbital gap: 7.75 eV. The value obtained for the calculated total energy is -3608.53156 hartree. The charge is -1.

Structure (XYZ):
```
31
Properties=species:S:1:pos:R:3:forces:R:3
F 4.00885 1.48633 3.94005 0.1 0.0 0.1
C 3.19361 1.38249 2.87571 0.1 0.2 -0.1
F 2.77115 0.10976 2.85317 -0.1 -0.2 0.0
F 3.97673 1.52877 1.78575 0.0 0.0 -0.1
C 1.99934 2.39212 2.90320 0.0 0.2 0.1
F 2.17796 3.13600 4.06874 0.0 -0.1 -0.2
F 2.27163 3.29733 1.87576 -0.1 -0.1 0.2
Ga 0.08063 1.54378 2.75548 -0.1 -0.1 0.1
H 0.00175 0.48760 3.96233 0.0 0.0 0.0
H -0.99866 2.71424 2.88354 0.1 0.1 0.0
H 0.09201 0.87309 1.31652 0.1 0.0 0.0
C -3.87168 0.48390 -1.64863 0.0 0.0 -0.1
S -3.78343 -0.49809 -0.14125 0.0 0.0 0.0
O -2.63513 0.01964 0.64020 -0.1 -0.1 -0.1
C -3.20929 -2.00025 -0.95160 0.1 0.0 0.0
H -4.15962 1.49391 -1.36263 0.0 0.0 0.0
H -2.88731 0.49265 -2.11783 0.0 0.0 0.0
H -4.62019 0.05837 -2.31857 0.0 0.0 0.0
H -2.29471 -1.75303 -1.49721 -0.1 -0.1 0.0
H -3.97184 -2.39669 -1.62369 0.0 0.1 0.0
H -3.00677 -2.72074 -0.16050 0.0 0.0 0.0
C 2.09534 -1.58825 -3.16246 0.0 0.0 -0.1
S 0.76031 -1.94659 -2.01267 0.1 0.1 0.1
O -0.47452 -1.35293 -2.60618 0.0 0.0 -0.2
C 1.28906 -0.83431 -0.71703 0.0 -0.1 0.0
H 1.91612 -2.16002 -4.07143 0.0 0.0 0.0
H 2.09511 -0.52135 -3.38480 0.0 0.0 0.0
H 3.04296 -1.88903 -2.71592 0.0 0.0 0.0
H 1.34254 0.17907 -1.11164 0.0 0.0 0.0
H 2.25628 -1.15789 -0.32989 0.0 0.0 0.0
H 0.54180 -0.85985 0.07346 0.0 0.0 0.0
```
Positions in Å, forces in eV/Å.